Here is one molecule with the formula C8H15N3O from the OMol25 dataset. Energies are from ωB97M-V with the def2-TZVPD basis set.

## Properties
Energy relative to the best compared isomer or geometry (same formula, charge and spin): 6.902 eV
HOMO-LUMO gap (spin up / spin down): 9.28 / 5.62 eV
Maximum force: 4.00 eV/A
Calculated total energy: -15049.501 eV
2S+1: 1

```
27
Properties=species:S:1:pos:R:3:forces:R:3:mulliken_charge:R:1
C -1.285 -1.152 0.761 0.0888 0.5115 -0.1175 -0.765
C -0.310 -0.903 -1.508 0.4827 -1.1330 1.0237 -0.795
C 0.089 -1.970 1.050 -2.7571 2.4689 1.5233 -0.793
C 1.146 -1.103 -1.023 1.0021 -1.6640 -0.4144 -0.730
C -1.102 -0.116 -0.385 -0.0655 -3.1916 -0.9004 -0.224
C -0.501 1.158 0.006 0.2121 -0.1257 0.0010 0.859
C 0.063 1.984 -1.097 -0.5480 1.4374 -0.0970 -1.253
C -0.805 1.689 1.399 0.0036 0.3381 -0.4696 -1.134
N 2.313 0.747 0.959 -0.2668 -1.3628 -1.2839 -0.024
N 1.245 -1.314 0.482 0.7112 0.9402 -1.6272 0.288
N 1.504 -0.152 1.193 0.3351 0.4057 1.5930 -0.020
O 3.228 0.857 0.102 -0.5119 -0.2409 0.5380 -0.430
H -1.994 -1.941 0.444 -0.0422 0.6791 0.3185 0.434
H -1.667 -0.578 1.637 0.2984 -1.2778 -0.3970 0.270
H -0.439 -0.294 -2.391 0.6426 -0.2330 -0.5203 0.457
H -0.684 -1.990 -1.743 -0.0490 2.2231 0.6017 0.315
H 0.075 -2.004 2.201 0.8416 -0.6080 -1.9675 0.341
H -0.166 -2.855 0.510 0.9285 -1.0993 0.1505 0.484
H 1.577 -2.066 -1.527 -0.5017 1.7970 0.9390 0.325
H 1.832 -0.265 -1.226 -0.3712 -0.4382 -0.1774 0.258
H -1.999 0.030 -1.001 -0.8221 0.3414 0.8056 0.385
H -0.173 1.851 -2.193 -0.4296 -0.6020 1.2923 0.269
H 1.153 1.921 -1.094 0.2139 0.7273 0.2705 0.239
H -0.369 2.981 -0.841 1.1825 -0.0359 -0.4947 0.384
H -0.067 1.642 2.239 -0.1365 -0.7336 -0.9341 0.242
H -1.682 1.061 1.637 0.1691 1.3118 0.7248 0.228
H -0.980 2.781 1.408 -0.6105 -0.4357 -0.3808 0.388
```
Forces are in eV/Å.

***

Here is C57H50Cl2FeN4O2PS3 as an isolated structure from the OMol25 dataset. Energies are from ωB97M-V with the def2-TZVPD basis set.

## Properties
Energy relative to the best compared isomer or geometry (same formula, charge and spin): 1.032 eV
HOMO-LUMO gap (spin up / spin down): 7.34 / 8.31 eV
Charge: +2
Maximum force: 2.50 eV/A
Calculated total energy: -171183.677 eV
2S+1: 2

```
120
Properties=species:S:1:pos:R:3:forces:R:3:mulliken_charge:R:1
Fe -0.823 -0.056 -1.598 -0.7995 -1.2494 2.0178 0.185
N -0.722 0.728 0.200 -0.6010 0.0145 -0.4760 0.641
S -0.133 0.388 1.498 0.4286 0.0692 -0.0643 0.956
N 1.411 0.909 1.743 -0.0894 0.0589 0.1794 -0.188
S 2.740 0.140 1.617 0.0594 -0.0208 -0.0073 0.630
N 3.057 -0.707 0.361 0.0189 -0.1218 0.0954 0.074
S 2.549 -0.190 -1.120 -0.1639 -0.0031 -0.0914 0.864
N 1.146 -0.332 -1.452 -0.3151 0.0033 -0.2094 0.496
C 3.239 1.453 -1.222 0.0686 -0.0940 -0.0512 0.139
C 2.374 2.504 -0.972 0.0386 0.0393 -0.0968 0.289
C 2.873 3.798 -0.971 -0.0381 -0.0033 -0.0609 -1.005
C 4.223 4.021 -1.201 -0.0454 -0.0035 -0.0293 -0.671
C 5.086 2.953 -1.422 -0.0240 -0.0082 0.0028 -1.031
C 4.598 1.656 -1.429 -0.0186 0.0351 -0.0487 -0.454
C 3.615 -1.168 -2.145 -0.0668 -0.0128 -0.0051 0.046
C 3.667 -0.791 -3.483 0.0036 -0.0511 0.0254 -0.366
C 4.382 -1.576 -4.370 -0.0095 0.0228 0.0023 -0.882
C 5.017 -2.729 -3.922 -0.0069 0.0068 -0.0080 -0.592
C 4.943 -3.099 -2.588 0.0089 -0.0052 -0.0060 -0.889
C 4.237 -2.316 -1.684 0.0650 0.0424 0.0067 -0.181
C 3.039 -0.965 2.969 -0.0671 -0.0465 -0.0696 0.788
C 2.740 -0.485 4.237 0.0120 0.0099 -0.0220 -0.912
C 2.989 -1.297 5.329 0.0070 0.0174 0.0102 -0.849
C 3.532 -2.563 5.141 0.0008 -0.0123 -0.0155 -0.692
C 3.830 -3.023 3.867 -0.0047 -0.0060 0.0205 -0.839
C 3.583 -2.222 2.762 -0.0242 0.0520 -0.0211 0.152
C 3.962 1.403 1.845 -0.0436 0.0607 0.0684 0.740
C 3.606 2.728 2.031 0.0389 -0.0612 0.0599 0.020
C 4.617 3.662 2.209 0.0534 -0.0308 0.0387 -1.006
C 5.945 3.263 2.201 -0.0229 0.0022 0.0163 -0.594
C 6.282 1.927 2.009 0.0057 -0.0296 0.0027 -0.857
C 5.287 0.983 1.826 -0.0143 0.0077 0.0510 -1.054
C -0.114 -1.301 2.100 -0.0803 0.0481 0.0045 1.538
C -0.552 -1.597 3.386 0.0721 -0.0195 -0.0296 -0.816
C -0.492 -2.909 3.833 0.0116 0.0264 0.0032 -1.030
C -0.001 -3.906 3.004 -0.0075 -0.0019 -0.0210 -1.180
C 0.431 -3.597 1.721 0.0260 -0.0325 0.0332 -0.461
C 0.376 -2.294 1.260 0.1315 0.0310 -0.0039 -0.192
C -0.971 1.293 2.773 0.0117 0.0166 -0.0711 0.366
C -0.311 2.092 3.692 -0.0359 0.0014 0.0023 -0.420
C -1.065 2.792 4.625 -0.0008 -0.0129 0.0025 -1.003
C -2.447 2.677 4.634 0.0112 0.0047 -0.0024 -0.945
C -3.093 1.863 3.710 -0.0106 -0.0055 0.0063 -0.770
C -2.355 1.167 2.768 0.0382 -0.0254 0.0399 -0.583
H 1.340 2.291 -0.753 -0.1512 0.0218 -0.0423 0.137
H 2.207 4.630 -0.782 0.0045 0.0090 -0.0001 0.553
H 4.609 5.032 -1.205 0.0089 0.0034 0.0003 0.467
H 6.139 3.133 -1.592 0.0047 -0.0052 -0.0010 0.492
H 5.263 0.819 -1.600 0.0093 0.0018 -0.0088 0.602
H 3.157 0.103 -3.819 -0.0097 0.0043 -0.0194 0.453
H 4.442 -1.290 -5.412 0.0073 -0.0077 -0.0042 0.463
H 5.571 -3.341 -4.620 0.0055 -0.0012 0.0000 0.440
H 5.439 -3.998 -2.247 -0.0035 -0.0013 0.0055 0.474
H 4.177 -2.587 -0.641 0.0030 -0.0140 0.0075 0.503
H 2.323 0.507 4.366 -0.0015 -0.0080 0.0248 0.270
H 2.767 -0.942 6.325 -0.0074 -0.0055 0.0028 0.499
H 3.726 -3.195 5.998 0.0121 0.0058 0.0058 0.435
H 4.258 -4.007 3.730 -0.0051 -0.0036 0.0004 0.501
H 3.804 -2.556 1.759 -0.0076 -0.0338 0.0047 0.346
H 2.564 3.015 2.019 0.0130 0.0173 0.0305 0.560
H 4.364 4.704 2.353 -0.0074 0.0075 -0.0013 0.502
H 6.728 3.995 2.344 0.0000 0.0075 0.0074 0.454
H 7.319 1.621 2.004 0.0060 0.0066 0.0024 0.471
H 5.531 -0.061 1.673 0.0301 0.0033 0.0035 0.475
H -0.930 -0.825 4.039 -0.0205 0.0295 0.0348 0.567
H -0.829 -3.148 4.833 -0.0081 0.0028 0.0026 0.515
H 0.039 -4.929 3.355 0.0043 -0.0015 0.0094 0.487
H 0.810 -4.379 1.075 0.0068 0.0050 -0.0033 0.648
H 0.695 -2.048 0.257 0.1027 -0.0125 0.1604 0.115
H 0.765 2.175 3.672 0.0252 0.0135 -0.0032 0.251
H -0.569 3.427 5.347 0.0043 0.0042 -0.0054 0.505
H -3.026 3.224 5.367 -0.0068 -0.0038 -0.0006 0.446
H -4.170 1.771 3.726 -0.0006 0.0012 -0.0035 0.560
H -2.835 0.521 2.044 -0.0152 -0.0087 0.0288 0.567
Cl -0.069 0.691 -4.121 0.2041 0.2424 -0.5079 0.030
C -0.780 2.290 -3.882 0.0077 -0.0322 0.0178 -0.531
Cl -0.955 2.499 -2.124 0.1856 0.2168 -0.2651 0.073
H -1.765 2.320 -4.336 0.0062 -0.0046 0.0128 0.388
H -0.120 3.054 -4.276 0.0026 0.0013 0.0290 0.537
C -1.052 -3.902 -1.683 -0.2025 0.0652 0.0563 -1.809
C -1.173 -2.414 -1.697 -0.0343 -0.3979 -0.4217 1.184
O -1.390 -1.754 -0.635 0.5457 0.6065 -0.5757 -0.121
O -1.031 -1.759 -2.767 0.3165 0.2997 0.0265 -0.538
H -1.402 -4.304 -0.735 0.0017 -0.0150 -0.0131 0.332
H -0.004 -4.163 -1.834 0.0220 0.0159 0.0029 0.422
H -1.619 -4.321 -2.514 0.0190 -0.0182 -0.0041 0.458
C -5.475 -2.677 1.201 -0.0006 0.0065 -0.0208 -0.880
C -5.412 -1.314 1.442 -0.0059 -0.0132 0.0117 -0.499
C -4.773 -0.471 0.540 0.0137 0.0045 -0.0003 -0.640
C -4.184 -0.990 -0.607 0.0884 -0.0534 -0.0344 0.550
C -4.272 -2.361 -0.853 -0.0008 0.0029 0.0160 -0.614
C -4.911 -3.199 0.043 0.0079 0.0003 0.0001 -1.029
P -3.311 0.041 -1.836 0.0501 0.3171 0.2113 2.493
C -3.973 1.713 -1.546 0.0335 -0.0228 0.0643 0.910
C -3.573 2.383 -0.386 -0.0196 0.0242 -0.0462 -0.869
C -4.078 3.637 -0.092 0.0112 -0.0061 -0.0155 -0.831
C -4.972 4.248 -0.965 -0.0020 0.0011 0.0056 -0.862
C -5.351 3.601 -2.129 0.0082 0.0018 -0.0058 -0.700
C -4.857 2.334 -2.421 0.0245 -0.0227 -0.0270 -1.233
C -4.073 -0.513 -3.388 0.1765 -0.0114 -0.0123 0.244
C -3.329 -0.677 -4.552 -0.1002 0.0007 0.0025 -0.400
C -3.954 -1.059 -5.732 0.0020 0.0111 -0.0002 -0.791
C -5.321 -1.284 -5.752 0.0136 -0.0022 -0.0061 -0.672
C -6.069 -1.130 -4.591 -0.0246 0.0101 0.0220 -0.757
C -5.451 -0.749 -3.412 -0.0013 0.0122 -0.0141 -0.539
H -5.982 -3.330 1.898 -0.0009 0.0038 0.0077 0.453
H -5.881 -0.899 2.324 0.0003 0.0057 -0.0007 0.487
H -4.770 0.595 0.724 -0.0122 -0.0169 0.0028 0.508
H -3.866 -2.775 -1.769 0.0022 -0.0080 -0.0035 0.692
H -4.983 -4.258 -0.167 -0.0004 -0.0025 -0.0015 0.508
H -2.841 1.926 0.271 0.0006 0.0275 -0.0208 0.864
H -3.767 4.144 0.813 0.0001 -0.0015 0.0033 0.507
H -5.367 5.229 -0.738 0.0026 0.0049 -0.0015 0.422
H -6.038 4.077 -2.816 -0.0055 -0.0038 0.0009 0.476
H -5.167 1.836 -3.330 -0.0149 0.0134 -0.0019 0.392
H -2.262 -0.539 -4.537 0.0662 -0.0077 0.0048 0.263
H -3.368 -1.191 -6.632 0.0014 -0.0016 -0.0013 0.482
H -5.807 -1.589 -6.670 -0.0023 0.0045 -0.0033 0.423
H -7.136 -1.309 -4.603 -0.0010 -0.0025 -0.0010 0.452
H -6.039 -0.634 -2.510 -0.0097 -0.0067 -0.0094 0.551
```
Forces are in eV/Å.